{"formula": "C25H29N3O3S", "method": "wB97M-V/def2-TZVPD", "symbols": ["C", "C", "H", "H", "O", "C", "O", "N", "C", "H", "C", "H", "H", "C", "N", "C", "O", "C", "C", "C", "C", "C", "C", "H", "H", "S", "C", "C", "C", "C", "C", "C", "C", "N", "C", "H", "H", "H", "C", "H", "H", "H", "H", "H", "C", "H", "H", "H", "H", "H", "C", "H", "C", "H", "H", "H", "H", "H", "H", "H", "H"], "positions_angstrom": [[3.80134, 3.59861, -8.01583], [3.66357, 2.08569, -8.11553], [4.61758, 1.61837, -8.37046], [2.90918, 1.82773, -8.86623], [3.29400, 1.50581, -6.86803], [1.97182, 1.57210, -6.56005], [1.12580, 2.01286, -7.30425], [1.73285, 1.08393, -5.32707], [2.78133, 0.48608, -4.52488], [3.62646, 1.17862, -4.47022], [2.25998, 0.18110, -3.12788], [3.06605, -0.23233, -2.52006], [1.91614, 1.10135, -2.65871], [1.09125, -0.81317, -3.18628], [0.40192, -0.86489, -1.90418], [-0.19441, 0.19269, -1.30139], [-0.17869, 1.32425, -1.74710], [-0.89645, -0.14335, -0.02610], [-0.43675, -1.12047, 0.84359], [-1.10879, -1.38842, 2.03672], [-2.26636, -0.65061, 2.33168], [-2.73266, 0.31365, 1.45684], [-2.04750, 0.57636, 0.28702], [-2.38916, 1.33764, -0.39655], [-3.62999, 0.85996, 1.70475], [-3.15688, -0.96756, 3.84567], [-1.81404, -0.48971, 4.93498], [-1.95161, 0.63088, 5.74784], [-0.86348, 0.99078, 6.53046], [0.32218, 0.28307, 6.47102], [0.45615, -0.83871, 5.66449], [-0.64755, -1.25224, 4.91467], [-0.61117, -2.46699, 4.06336], [-0.72421, -2.45811, 2.80055], [-0.45539, -3.78455, 4.74967], [-1.42313, -4.05274, 5.17574], [-0.17102, -4.54879, 4.03192], [0.26197, -3.73790, 5.56256], [1.77821, -1.54540, 5.59135], [2.58720, -0.82007, 5.65396], [1.88109, -2.10051, 4.66222], [1.89293, -2.23666, 6.42726], [1.16690, 0.60795, 7.06118], [-0.94014, 1.85246, 7.17730], [-3.22238, 1.41785, 5.76493], [-4.04949, 0.79516, 6.10314], [-3.13426, 2.27720, 6.42409], [-3.46307, 1.76446, 4.76081], [0.47020, -1.67273, 0.64471], [0.23953, -1.77522, -1.50725], [0.13433, -0.45970, -4.34653], [0.28773, -1.15715, -5.17174], [0.37125, 0.96072, -4.84804], [0.18418, 1.67262, -4.03879], [-0.28829, 1.19592, -5.68523], [-0.89825, -0.55450, -4.00998], [1.49031, -1.81967, -3.35092], [3.13856, -0.43590, -5.00451], [2.83702, 4.03725, -7.77217], [4.14156, 3.99853, -8.96688], [4.51717, 3.86227, -7.24063]], "forces_ev_per_a": [[-0.10, -0.39, 0.14], [-0.03, 0.28, -0.45], [-0.13, 0.03, 0.01], [0.19, -0.02, 0.09], [-0.13, -0.10, 0.31], [0.14, -0.03, 0.03], [-0.14, 0.19, -0.38], [0.12, -0.01, 0.07], [0.44, -0.08, 0.15], [-0.05, -0.18, 0.03], [0.02, -0.13, -0.16], [0.00, 0.02, 0.00], [0.05, -0.02, 0.02], [0.03, 0.27, -0.05], [0.12, -0.35, 0.11], [0.11, -0.36, 0.09], [-0.14, 0.24, -0.15], [-0.18, 0.14, 0.36], [-0.07, 0.11, 0.08], [-0.40, 0.76, -0.39], [-0.07, -0.24, 0.37], [0.07, 0.07, -0.18], [0.06, -0.02, -0.13], [-0.02, 0.08, -0.07], [-0.06, 0.07, 0.02], [0.34, 0.03, -0.07], [-0.37, -0.12, -0.10], [0.10, -0.03, 0.03], [-0.03, -0.03, -0.02], [-0.05, -0.06, -0.04], [-0.04, -0.03, -0.06], [-0.15, 0.39, 0.10], [0.16, 0.06, -0.08], [0.29, -1.05, 0.16], [0.08, -0.07, -0.03], [-0.06, -0.01, 0.08], [0.02, -0.03, -0.03], [0.06, -0.03, 0.12], [0.00, -0.03, 0.09], [0.07, -0.01, -0.03], [0.10, -0.05, -0.03], [0.07, -0.09, 0.00], [0.10, 0.04, 0.04], [-0.01, 0.10, 0.06], [-0.02, 0.06, 0.01], [-0.11, 0.07, 0.01], [-0.02, 0.05, 0.06], [-0.08, 0.05, 0.00], [0.06, -0.10, -0.06], [-0.05, 0.09, 0.00], [0.05, 0.20, 0.01], [-0.04, -0.01, -0.04], [-0.44, 0.05, -0.12], [-0.03, -0.07, -0.15], [0.06, -0.02, 0.15], [-0.01, -0.07, -0.03], [-0.04, 0.12, 0.05], [0.07, 0.06, 0.06], [-0.05, 0.07, -0.01], [0.05, 0.08, -0.10], [0.09, 0.06, 0.03]], "de_lowest_ev": 0.153, "charge": 0, "largest_force_ev_per_a": 1.1, "smiles": "CCOC(=O)N1CCC(NC(=O)c2ccc3c(c2)N=C(C)c2c(C)ccc(C)c2S3)CC1", "lumo_ev": 0.5, "e_homo_ev": -8.49, "homo_lumo_gap_ev": 9.00}

{"formula": "C25H29N3O6", "method": "wB97M-V/def2-TZVPD", "symbols": ["C", "O", "C", "C", "C", "C", "C", "C", "N", "C", "O", "N", "C", "H", "H", "C", "C", "H", "C", "H", "C", "H", "O", "H", "H", "H", "H", "C", "C", "C", "C", "C", "C", "C", "C", "C", "H", "O", "C", "H", "H", "H", "O", "C", "H", "H", "H", "H", "N", "C", "O", "H", "H", "H", "H", "H", "H", "H", "H", "H", "H", "H", "H"], "positions_angstrom": [[1.25485, 3.63414, -0.74763], [1.13477, 2.66401, 0.25930], [2.28028, 2.03962, 0.70553], [3.54388, 2.23468, 0.18068], [4.63000, 1.54855, 0.70833], [4.45348, 0.66953, 1.75710], [3.19189, 0.46651, 2.29345], [2.09784, 1.14174, 1.77702], [0.79621, 1.00066, 2.25160], [0.28144, -0.05373, 2.96328], [0.96593, -0.86564, 3.55887], [-1.08992, -0.10319, 2.99447], [-1.69655, -1.21569, 3.68735], [-2.55725, -0.86516, 4.26474], [-0.93947, -1.60727, 4.36932], [-2.14945, -2.34288, 2.73200], [-2.51043, -3.60899, 3.51937], [-3.20484, -4.21573, 2.93820], [-1.15533, -4.31687, 3.65281], [-0.72113, -4.15188, 4.63741], [-0.28471, -3.65910, 2.56357], [0.09116, -4.37420, 1.82866], [-1.11746, -2.74818, 1.86230], [0.56103, -3.11778, 3.00219], [-1.24856, -5.38976, 3.49643], [-2.96361, -3.37928, 4.48105], [-2.96573, -1.98378, 2.09614], [-1.95091, 0.81143, 2.27830], [-1.72011, 0.87971, 0.78651], [-1.15452, -0.11507, 0.06493], [-0.90737, 0.03033, -1.33106], [-1.28864, 1.22883, -1.95361], [-1.05227, 1.41204, -3.31463], [-0.44323, 0.43082, -4.07873], [-0.03911, -0.77972, -3.45643], [-0.28356, -0.94879, -2.10607], [0.02346, -1.87493, -1.64772], [0.56069, -1.84522, -4.05629], [1.09956, -1.76224, -5.35638], [1.62686, -2.70503, -5.50200], [1.80618, -0.93469, -5.45009], [0.32090, -1.66133, -6.11520], [-0.21609, 0.57109, -5.41901], [-0.61719, 1.75612, -6.06078], [-1.69908, 1.90642, -5.99109], [-0.33965, 1.62672, -7.10584], [-0.09808, 2.63098, -5.65633], [-1.36290, 2.34089, -3.76678], [-1.89129, 2.19916, -1.19985], [-2.12346, 2.13210, 0.15513], [-2.63069, 3.07937, 0.73569], [-2.17578, 3.06113, -1.65010], [-0.86494, -1.04132, 0.54082], [-1.85951, 1.83101, 2.68059], [-2.98477, 0.50221, 2.45937], [0.15187, 1.62173, 1.78597], [3.03920, -0.22170, 3.10721], [5.29792, 0.13710, 2.16721], [5.61110, 1.71085, 0.28802], [3.69960, 2.91236, -0.64422], [0.26226, 4.06950, -0.85449], [1.96204, 4.42099, -0.46727], [1.56316, 3.18688, -1.69931]], "forces_ev_per_a": [[0.00, 0.21, -0.21], [0.24, -0.43, 0.45], [-0.12, -0.03, 0.04], [-0.15, 0.13, -0.10], [0.10, -0.06, 0.04], [0.09, 0.08, -0.13], [-0.06, -0.06, 0.06], [0.21, 0.03, -0.09], [-0.31, 0.38, -0.05], [-0.20, 0.31, 0.07], [0.40, -0.29, 0.06], [-0.12, -0.16, -0.04], [0.10, -0.39, -0.17], [0.03, -0.04, 0.01], [-0.17, 0.02, 0.04], [-0.33, 0.23, 0.39], [-0.01, 0.16, -0.25], [-0.04, 0.03, 0.04], [0.07, 0.05, -0.08], [0.02, -0.04, 0.02], [0.47, -0.29, 0.14], [-0.01, 0.03, 0.08], [-0.04, 0.13, -0.19], [-0.11, -0.10, -0.07], [0.00, -0.01, 0.06], [-0.08, -0.01, 0.06], [0.02, -0.03, 0.06], [-0.01, 0.35, -0.06], [-0.06, -0.39, -0.05], [-0.28, 0.38, 0.25], [-0.08, 0.43, -0.47], [0.33, -0.72, -0.09], [0.00, 0.07, -0.08], [0.03, -0.07, 0.01], [-0.02, 0.02, 0.23], [-0.01, 0.23, -0.37], [0.07, -0.15, 0.04], [-0.22, 0.00, 0.16], [0.22, -0.11, -0.39], [-0.01, 0.08, -0.01], [-0.03, -0.05, 0.00], [0.10, -0.02, 0.07], [0.02, -0.31, 0.42], [-0.07, 0.20, -0.12], [0.04, 0.00, 0.02], [-0.04, 0.07, 0.06], [-0.03, -0.03, 0.00], [-0.02, 0.08, -0.11], [-0.13, 0.38, -0.09], [0.05, -0.05, -0.26], [-0.11, 0.16, 0.23], [0.00, -0.12, 0.19], [0.07, -0.08, 0.15], [-0.09, -0.15, -0.06], [0.09, 0.10, 0.07], [0.05, -0.13, 0.07], [-0.02, 0.00, 0.04], [0.07, -0.05, 0.04], [0.08, 0.01, -0.03], [-0.05, 0.07, -0.06], [0.07, 0.01, -0.04], [-0.02, -0.04, -0.01], [0.01, 0.01, 0.05]], "de_lowest_ev": 1.076, "charge": 0, "largest_force_ev_per_a": 0.8, "smiles": "COc1ccccc1NC(=O)N(Cc1cc2cc(OC)c(OC)cc2[nH]c1=O)C[C@@H]1CCCO1", "lumo_ev": 0.4, "e_homo_ev": -7.73, "homo_lumo_gap_ev": 8.15}

{"formula": "C25H29N4O6Pt", "method": "wB97M-V/def2-TZVPD", "symbols": ["Pt", "C", "C", "C", "C", "C", "C", "C", "C", "C", "C", "N", "C", "C", "C", "C", "C", "N", "H", "H", "H", "H", "H", "H", "H", "H", "H", "H", "H", "H", "H", "H", "H", "H", "H", "O", "C", "C", "O", "C", "C", "O", "C", "O", "O", "C", "N", "C", "C", "O", "N", "C", "C", "H", "H", "H", "H", "H", "H", "H", "H", "H", "H", "H", "H"], "positions_angstrom": [[-0.35664, 0.34371, -0.38462], [-1.63483, -3.73383, 2.98027], [-2.40531, -2.59474, 2.31077], [-2.69472, -2.83255, 0.85299], [-3.80844, -3.60204, 0.52821], [-4.19628, -3.79881, -0.78392], [-3.45159, -3.21968, -1.79879], [-2.31290, -2.47686, -1.52165], [-1.48776, -1.96126, -2.67288], [-0.23792, -2.80928, -2.93452], [-1.91223, -2.27612, -0.17759], [-0.74569, -1.52637, 0.05090], [0.40330, -1.95893, 0.70518], [1.59692, -1.50062, -0.10987], [2.89497, -1.93566, -0.29636], [3.44874, -1.11228, -1.30740], [2.46547, -0.20802, -1.68826], [1.35176, -0.45136, -0.95945], [-1.38794, -3.48073, 4.01281], [-0.69959, -3.93292, 2.45981], [-2.22486, -4.65337, 2.98104], [-1.86644, -1.66127, 2.42334], [-3.36076, -2.46527, 2.82780], [-4.39882, -4.02327, 1.33551], [-5.07636, -4.38673, -1.01549], [-3.74620, -3.36287, -2.83326], [-1.17035, -0.92893, -2.49848], [-2.11163, -1.97126, -3.57225], [0.46319, -2.73529, -2.10499], [0.27589, -2.46398, -3.83394], [-0.50192, -3.86093, -3.07182], [0.43433, -3.04183, 0.85157], [3.38131, -2.74528, 0.22423], [4.44807, -1.17302, -1.71110], [2.48588, 0.59316, -2.41048], [0.02501, 1.72643, 5.54375], [-0.12455, 1.19003, 4.47623], [0.54832, -0.06671, 3.97923], [1.35352, -0.72955, 4.59760], [0.04016, -0.33175, 2.62658], [-0.91429, 0.65467, 2.24028], [-1.62236, 0.86447, 1.18946], [-1.00648, 1.65529, 3.34192], [-1.64351, 2.68322, 3.31593], [0.48604, -1.48968, 2.13480], [1.68733, 2.46237, 1.17155], [1.89874, 3.36920, 0.03675], [3.11593, 4.15892, 0.04312], [1.01740, 3.25728, -0.98877], [0.23202, 2.29825, -1.06801], [0.97656, 4.17605, -2.00702], [1.48100, 5.52976, -2.03677], [0.26723, 3.82367, -3.22655], [2.33746, 2.77559, 1.98492], [1.90717, 1.42803, 0.90629], [0.65428, 2.54723, 1.49975], [3.78099, 3.72804, 0.78700], [2.95603, 5.20134, 0.32406], [3.62714, 4.11257, -0.92014], [1.92677, 5.83698, -1.10308], [0.65230, 6.21360, -2.24486], [2.22019, 5.64672, -2.83583], [-0.15468, 2.82996, -3.13962], [0.95399, 3.85826, -4.07802], [-0.54032, 4.53825, -3.40784]], "forces_ev_per_a": [[0.05, 0.43, -0.12], [-0.01, 0.05, 0.01], [-0.05, -0.08, 0.04], [0.12, 0.13, -0.01], [-0.06, -0.03, -0.08], [-0.04, -0.03, 0.07], [0.03, 0.00, -0.01], [0.09, 0.04, 0.13], [0.11, -0.04, -0.12], [-0.07, 0.01, 0.02], [0.03, -0.04, -0.22], [-0.09, 0.12, 0.23], [0.02, -0.39, -0.13], [-0.02, 0.19, 0.10], [-0.08, -0.02, -0.01], [0.07, 0.07, -0.04], [0.02, -0.09, 0.23], [0.10, -0.47, -0.31], [-0.01, -0.01, 0.01], [0.02, -0.01, 0.01], [0.00, -0.01, -0.02], [-0.02, -0.02, 0.00], [0.00, -0.01, 0.00], [0.00, 0.00, 0.01], [-0.01, 0.00, 0.01], [0.01, 0.01, -0.01], [-0.11, -0.07, 0.01], [-0.03, 0.05, 0.03], [0.02, 0.00, 0.04], [0.02, 0.00, 0.00], [-0.02, 0.01, -0.01], [-0.02, 0.04, 0.05], [0.01, -0.01, 0.01], [-0.01, 0.00, -0.02], [0.05, -0.03, -0.06], [0.02, 0.00, -0.02], [0.01, 0.00, 0.01], [-0.07, 0.01, -0.02], [0.01, 0.01, 0.02], [-0.24, -0.19, 0.01], [0.17, -0.10, 0.12], [-0.08, 0.11, -0.09], [-0.02, 0.01, 0.04], [-0.02, -0.03, 0.00], [0.32, 0.38, -0.08], [-0.05, 0.19, -0.04], [-0.19, 0.11, 0.14], [0.10, -0.15, -0.10], [0.18, -0.21, -0.10], [-0.39, 0.20, 0.28], [0.19, -0.12, -0.21], [-0.07, 0.06, 0.08], [-0.01, 0.01, 0.03], [-0.03, 0.02, 0.02], [0.01, -0.01, 0.01], [0.01, -0.09, 0.03], [0.05, -0.06, -0.07], [0.04, -0.02, 0.07], [-0.07, 0.08, -0.02], [-0.07, -0.01, 0.03], [0.01, 0.00, -0.02], [0.02, 0.02, 0.03], [0.01, -0.01, 0.00], [0.00, 0.02, 0.01], [-0.02, -0.02, 0.00]], "de_lowest_ev": 1.452, "charge": -1, "largest_force_ev_per_a": 0.6, "lumo_ev": 2.2, "e_homo_ev": -4.53, "homo_lumo_gap_ev": 6.70}